Version w
Formula: C3H6NOP
Source: the Open Molecules 2025 dataset
Level of theory: ωB97M-V with the def2-TZVPD basis set

The HOMO energy is -9.425 eV. The gap between HOMO and LUMO comes out at 0.350 Ha. For the LUMO energy, the calculation gives 0.003 Eh.

Each line ends with the natural charge from an NBO analysis.
Atoms and positions in Å:
C (0.47, 1.51, -1.12)  0.247
C (-1.14, -1.65, -0.28)  -0.254
C (1.32, 1.49, 0.01)  -0.699
N (-0.40, 1.40, -1.88)  -0.358
O (-0.24, -1.14, 0.73)  -0.795
P (-0.24, 0.50, 1.39)  0.872
H (-1.62, -1.02, -0.95)  0.199
H (-1.89, -2.32, 0.26)  0.173
H (-0.63, -2.39, -0.93)  0.190
H (2.32, 1.09, -0.06)  0.253
H (1.33, 2.45, 0.46)  0.237
H (0.70, 0.08, 2.36)  -0.065


Version x
Formula: C3H6NOP
Source: the Open Molecules 2025 dataset
Level of theory: ωB97M-V with the def2-TZVPD basis set

The HOMO energy is -10.077 eV. The SMILES is CCC#N.O=P. The gap between HOMO and LUMO comes out at 0.315 Ha. For the LUMO energy, the calculation gives -0.055 Eh.

Each line ends with the natural charge from an NBO analysis.
Atoms and positions in Å:
C (0.86, 0.67, -0.22)  -0.631
C (0.78, -0.63, 0.56)  -0.525
C (1.14, -1.77, -0.19)  0.270
N (1.33, -2.79, -0.70)  -0.323
H (1.97, 0.87, -0.48)  0.227
H (0.58, 0.66, -1.28)  0.242
H (0.44, 1.47, 0.45)  0.232
H (-0.26, -0.91, 1.01)  0.245
H (1.58, -0.76, 1.39)  0.262
O (-3.04, 1.49, -1.36)  -0.933
P (-3.05, 0.50, -0.23)  1.127
H (-2.34, 1.20, 1.05)  -0.192


Version y
Formula: C3H6NOP
Source: the Open Molecules 2025 dataset
Level of theory: ωB97M-V with the def2-TZVPD basis set

The HOMO energy (alpha / beta) is -7.844 / -9.328 eV. The gap between HOMO and LUMO (alpha / beta) comes out at 0.240 / 0.321 Ha. For the LUMO energy (alpha / beta), the calculation gives -0.048 / -0.022 Eh.

Each line ends with the natural charge from an NBO analysis.
Atoms and positions in Å:
C (2.11, 0.28, 0.09)  0.170
C (-1.49, -1.14, 0.62)  -0.248
C (1.84, 0.40, -1.23)  -0.404
N (2.33, 0.15, 1.23)  -0.283
O (-1.40, 0.25, 0.85)  -0.780
P (-1.28, 1.34, -0.35)  0.621
H (-2.35, -1.39, -0.01)  0.178
H (-1.62, -1.60, 1.60)  0.202
H (-0.58, -1.52, 0.16)  0.178
H (2.10, 1.30, -1.76)  0.225
H (1.44, -0.42, -1.80)  0.222
H (-1.11, 2.36, 0.60)  -0.081


Of them, the most stable is version x and the least stable is version y.


Version w
Formula: C3H5BrO
Source: the Open Molecules 2025 dataset
Level of theory: ωB97M-V with the def2-TZVPD basis set

The HOMO energy (alpha / beta) is -8.780 / -8.777 eV. The gap between HOMO and LUMO (alpha / beta) comes out at 0.282 / 0.281 Ha. For the LUMO energy (alpha / beta), the calculation gives -0.041 / -0.041 Eh.

Each line ends with the natural charge from an NBO analysis.
Atoms and positions in Å:
C (0.10, -0.35, 0.77)  -0.474
C (0.20, -0.70, -0.67)  -0.485
C (1.27, -0.06, 0.05)  0.144
O (1.13, 2.39, -0.07)  -0.921
Br (3.03, -0.21, 0.04)  0.283
H (-0.56, 0.46, 1.02)  0.290
H (0.30, -1.15, 1.58)  0.230
H (0.56, -1.62, -1.05)  0.240
H (-0.52, -0.07, -1.32)  0.281
H (1.48, 2.51, 0.75)  0.411


Version x
Formula: C3H5BrO
Source: the Open Molecules 2025 dataset
Level of theory: ωB97M-V with the def2-TZVPD basis set

The HOMO energy is -9.234 eV. The gap between HOMO and LUMO comes out at 0.365 Ha. For the LUMO energy, the calculation gives 0.026 Eh.

Each line ends with the natural charge from an NBO analysis.
Atoms and positions in Å:
C (-1.19, 1.08, -0.03)  -0.482
C (-0.31, 0.43, -0.85)  -0.220
C (0.66, -1.15, 0.10)  0.042
O (0.70, -0.91, 1.40)  -0.667
Br (0.48, 1.11, -2.37)  0.084
H (-1.68, 2.02, -0.10)  0.207
H (-1.46, 0.70, 0.96)  0.212
H (0.07, -2.05, -0.10)  0.181
H (1.61, -1.17, -0.40)  0.160
H (1.13, -0.05, 1.40)  0.481


Version y
Formula: C3H5BrO
Source: the Open Molecules 2025 dataset
Level of theory: ωB97M-V with the def2-TZVPD basis set

The HOMO energy is -8.738 eV. The SMILES is CC=C=O.Br. The gap between HOMO and LUMO comes out at 0.346 Ha. For the LUMO energy, the calculation gives 0.024 Eh.

Each line ends with the natural charge from an NBO analysis.
Atoms and positions in Å:
C (-0.10, -1.27, 0.81)  -0.599
C (0.40, 0.15, 0.57)  -0.537
C (-0.05, 1.18, 1.30)  0.712
O (-0.45, 1.98, 2.08)  -0.471
H (0.80, -1.94, 0.90)  0.217
H (-0.68, -1.64, -0.11)  0.213
H (-0.71, -1.33, 1.68)  0.220
H (0.96, 0.39, -0.25)  0.245
Br (-0.62, 0.98, -3.14)  -0.191
H (0.45, 1.49, -3.84)  0.192


Of them, the most stable is version y and the least stable is version w.


Version w
Formula: C3H5BrO
Source: the Open Molecules 2025 dataset
Level of theory: ωB97M-V with the def2-TZVPD basis set

The HOMO energy is -10.199 eV. The SMILES is C[C@H]1O[C@@H]1Br. The gap between HOMO and LUMO comes out at 0.407 Ha. For the LUMO energy, the calculation gives 0.032 Eh.

Each line ends with the natural charge from an NBO analysis.
Atoms and positions in Å:
C (1.38, 0.17, 0.11)  -0.657
C (-0.05, 0.26, -0.42)  0.053
O (-0.60, -0.97, -0.81)  -0.472
C (-1.24, -0.34, 0.27)  0.020
Br (-3.09, 0.34, 0.01)  -0.029
H (2.13, 0.55, -0.63)  0.228
H (1.49, -0.97, 0.17)  0.234
H (1.47, 0.69, 1.10)  0.228
H (-0.30, 1.09, -1.04)  0.187
H (-1.19, -0.82, 1.25)  0.206


Version x
Formula: C3H5BrO
Source: the Open Molecules 2025 dataset
Level of theory: ωB97M-V with the def2-TZVPD basis set

The HOMO energy is -10.073 eV. The gap between HOMO and LUMO comes out at 0.396 Ha. For the LUMO energy, the calculation gives 0.026 Eh.

Each line ends with the natural charge from an NBO analysis.
Atoms and positions in Å:
C (0.10, -0.52, -0.24)  0.116
C (-0.87, -1.63, -0.19)  0.046
C (-0.24, 0.87, -0.75)  -0.677
O (-0.37, -1.16, 0.94)  -0.464
Br (-0.55, -3.45, -1.03)  -0.062
H (1.51, -1.07, -0.51)  0.147
H (-1.88, -1.28, -0.58)  0.190
H (-0.74, 1.48, -0.01)  0.235
H (-0.92, 0.70, -1.59)  0.228
H (0.66, 1.45, -0.96)  0.241


Of them, the most stable is version w and the least stable is version x.


Version w
Formula: C3H6N4
Source: the Open Molecules 2025 dataset
Level of theory: ωB97M-V with the def2-TZVPD basis set

The HOMO energy (alpha / beta) is -21.212 / -21.213 eV. The SMILES is [H]/N=C(C)/[NH+]=C\[N+]#N. As for the net charge: +2. The gap between HOMO and LUMO (alpha / beta) comes out at 0.274 / 0.274 Ha. For the LUMO energy (alpha / beta), the calculation gives -0.506 / -0.506 Eh.

Each line ends with the natural charge from an NBO analysis.
Atoms and positions in Å:
H (0.11, -2.02, 0.93)  0.466
N (0.49, -1.09, 0.59)  -0.525
C (-0.39, -0.28, 0.16)  0.451
C (-1.86, -0.38, 0.20)  -0.742
N (0.16, 0.96, -0.35)  -0.333
C (1.49, 1.01, -0.46)  0.385
N (2.22, 0.06, 0.10)  0.013
N (3.22, -0.40, 0.39)  0.546
H (-2.32, -1.18, -0.41)  0.327
H (-2.29, 0.61, -0.29)  0.258
H (-2.35, -0.67, 1.10)  0.321
H (-0.37, 1.72, -0.80)  0.513
H (1.89, 1.67, -1.17)  0.321


Version x
Formula: C3H6N4
Source: the Open Molecules 2025 dataset
Level of theory: ωB97M-V with the def2-TZVPD basis set

The HOMO energy is -20.647 eV. As for the net charge: +2. The gap between HOMO and LUMO comes out at 0.359 Ha. For the LUMO energy, the calculation gives -0.400 Eh.

Each line ends with the natural charge from an NBO analysis.
Atoms and positions in Å:
C (-2.83, -0.04, 0.27)  0.408
C (0.88, 0.02, 0.00)  0.475
C (-0.24, -0.91, 0.12)  0.133
N (-1.37, -0.31, 0.33)  -0.105
N (-2.01, 0.93, 0.14)  -0.050
N (2.03, -0.55, -0.26)  -0.647
N (0.76, 1.31, -0.13)  -0.669
H (-3.84, -0.46, 0.19)  0.351
H (-0.15, -1.93, 0.23)  0.284
H (2.07, -1.53, -0.27)  0.438
H (2.94, -0.05, -0.51)  0.473
H (0.09, 1.93, 0.32)  0.474
H (1.68, 1.58, -0.43)  0.435


Version y
Formula: C3H6N4
Source: the Open Molecules 2025 dataset
Level of theory: ωB97M-V with the def2-TZVPD basis set

The HOMO energy is -21.241 eV. As for the net charge: +2. The gap between HOMO and LUMO comes out at 0.321 Ha. For the LUMO energy, the calculation gives -0.459 Eh.

Each line ends with the natural charge from an NBO analysis.
Atoms and positions in Å:
C (-2.06, 1.12, 0.11)  0.409
C (-0.25, -0.41, -0.03)  0.554
C (1.16, -0.40, 0.05)  -0.785
N (-3.80, -0.48, 0.01)  0.366
N (-2.75, -0.10, 0.01)  0.012
N (-1.26, -1.18, -0.14)  -0.497
N (-0.82, 1.00, -0.01)  -0.391
H (-2.75, 1.98, 0.09)  0.345
H (1.66, 0.63, -0.07)  0.290
H (1.86, -0.82, -0.72)  0.366
H (1.43, -0.86, 0.93)  0.323
H (-1.36, -2.21, -0.33)  0.502
H (-0.14, 1.77, -0.03)  0.506


Of them, the most stable is version x and the least stable is version w.


Version w
Formula: C2H3OS3
Source: the Open Molecules 2025 dataset
Level of theory: ωB97M-V with the def2-TZVPD basis set

The HOMO energy is -3.859 eV. The SMILES is [O-]C(=S)C(S)S. As for the net charge: -1. The gap between HOMO and LUMO comes out at 0.263 Ha. For the LUMO energy, the calculation gives 0.122 Eh.

Each line ends with the natural charge from an NBO analysis.
Atoms and positions in Å:
O (0.01, -1.39, 1.25)  -0.653
C (-0.05, -0.98, 0.10)  0.309
S (-0.03, -2.05, -1.25)  -0.464
C (-0.21, 0.52, -0.05)  -0.544
S (0.85, 1.50, -1.23)  -0.056
S (-0.19, 1.34, 1.61)  -0.205
H (-1.45, 0.52, -0.32)  0.242
H (0.97, 0.52, -2.10)  0.146
H (0.09, 0.03, 2.00)  0.225


Version x
Formula: C2H3OS3
Source: the Open Molecules 2025 dataset
Level of theory: ωB97M-V with the def2-TZVPD basis set

The HOMO energy is -4.116 eV. As for the net charge: -1. The gap between HOMO and LUMO comes out at 0.275 Ha. For the LUMO energy, the calculation gives 0.124 Eh.

Each line ends with the natural charge from an NBO analysis.
Atoms and positions in Å:
C (0.11, -0.91, -0.17)  0.336
C (-0.11, 0.65, 0.03)  -0.517
O (0.09, -1.39, -1.26)  -0.644
S (0.26, -1.73, 1.34)  -0.321
S (-0.50, 1.35, 1.64)  -0.203
S (-0.82, 1.32, -1.46)  -0.073
H (1.62, 0.72, -0.12)  0.056
H (-0.03, -0.10, 2.08)  0.178
H (-0.62, 0.08, -2.07)  0.187


Of them, the most stable is version w and the least stable is version x.


Version w
Formula: C5H8LiO5
Source: the Open Molecules 2025 dataset
Level of theory: ωB97M-V with the def2-TZVPD basis set

The HOMO energy is -3.378 eV. As for the net charge: -1. The gap between HOMO and LUMO comes out at 0.236 Ha. For the LUMO energy, the calculation gives 0.112 Eh.

Each line ends with the natural charge from an NBO analysis.
Atoms and positions in Å:
O (-1.29, -1.03, 0.76)  -0.581
C (-1.06, 0.02, 1.66)  1.044
C (-1.87, -0.54, -0.45)  -0.108
O (-1.14, -0.21, 2.85)  -0.650
O (-1.51, 1.17, 1.12)  -0.508
C (-1.97, 0.97, -0.21)  -0.096
H (-2.84, -1.02, -0.60)  0.169
H (-1.20, -0.77, -1.29)  0.205
H (-1.29, 1.51, -0.87)  0.195
H (-3.01, 1.33, -0.28)  0.172
O (1.78, -1.61, -1.05)  -1.052
O (1.06, 0.07, 1.12)  -0.959
C (2.52, -0.48, -0.75)  -0.060
C (1.66, 0.58, -0.03)  -0.069
H (2.96, 0.01, -1.65)  0.092
H (3.40, -0.69, -0.09)  0.099
H (0.89, 0.91, -0.77)  0.086
H (2.29, 1.47, 0.18)  0.110
Li (0.63, -1.70, 0.36)  0.911


Version x
Formula: C5H8LiO5
Source: the Open Molecules 2025 dataset
Level of theory: ωB97M-V with the def2-TZVPD basis set

The HOMO energy is -3.776 eV. As for the net charge: -1. The gap between HOMO and LUMO comes out at 0.244 Ha. For the LUMO energy, the calculation gives 0.105 Eh.

Each line ends with the natural charge from an NBO analysis.
Atoms and positions in Å:
O (-1.12, 0.09, 0.72)  -0.965
C (0.77, -0.86, 0.47)  0.989
C (-1.24, 0.38, 2.05)  -0.060
O (1.53, -1.86, 0.51)  -0.663
O (0.94, -0.22, 1.69)  -0.535
C (-0.12, -0.49, 2.61)  -0.087
H (-2.21, 0.10, 2.52)  0.120
H (-1.01, 1.45, 2.23)  0.128
H (0.22, -0.15, 3.60)  0.170
H (-0.45, -1.54, 2.54)  0.168
O (-1.13, 0.31, -2.97)  -1.000
O (0.60, -0.66, -0.87)  -0.569
C (0.23, 0.46, -2.95)  -0.044
C (0.85, 0.56, -1.56)  -0.105
H (0.58, 1.39, -3.47)  0.099
H (0.77, -0.37, -3.47)  0.099
H (0.35, 1.36, -1.00)  0.186
H (1.94, 0.74, -1.62)  0.153
Li (-1.51, -0.69, -1.05)  0.917


Of them, the most stable is version w and the least stable is version x.